Formula: C26H34OPdSSi2Te
Source: the Open Molecules 2025 dataset
Level of theory: ωB97M-V/def2-TZVPD

Results
HOMO energy, eV: 0.872
Orbital gap, eV: 3.41
Charge: -2
Energy relative to the best compared isomer or geometry (same formula, charge and spin), kJ/mol: 21.6
Strongest force on any atom, eV/A: 1.27

```
66
Properties=species:S:1:pos:R:3:forces:R:3:mulliken_charge:R:1
Pd 0.0880 -0.6580 -0.6334 -1.0 -0.5 0.5 0.133
C 1.0455 0.7149 2.7653 0.0 -0.1 0.0 -1.155
Si 1.6095 -0.1542 1.1341 0.0 0.1 -0.4 0.127
C 3.0128 -1.3125 1.8200 -0.1 0.0 0.0 -1.528
C 2.6878 1.2886 0.4050 0.0 0.0 0.1 0.194
C 3.8704 1.7327 1.0098 0.0 0.0 0.0 -0.114
C 4.6206 2.7785 0.4867 0.0 0.0 0.0 -0.653
C 4.1850 3.4165 -0.6701 0.0 0.0 0.0 -0.584
C 3.0095 2.9924 -1.2769 0.0 0.0 0.0 -0.133
C 2.2477 1.9342 -0.7664 -0.1 0.1 -0.1 -0.139
Si 0.6236 1.3272 -1.6466 0.4 0.2 -0.1 0.511
C -0.3935 2.9583 -1.6069 0.0 0.0 0.0 -1.133
C 1.2395 1.2856 -3.4874 0.0 0.1 0.0 -1.503
H 1.9097 1.1292 3.3008 0.0 0.0 0.0 0.463
H 0.5200 0.0280 3.4381 0.0 0.0 0.0 0.308
H 0.3657 1.5385 2.5279 0.0 0.0 0.0 0.112
H 3.5019 -0.9146 2.7197 0.0 0.0 0.0 0.422
H 3.7853 -1.4448 1.0540 0.0 0.0 0.0 0.356
H 2.6148 -2.3016 2.0654 0.0 0.0 0.0 0.300
H 4.2211 1.2436 1.9168 0.0 0.0 0.0 0.189
H 5.5378 3.0957 0.9760 0.0 0.0 0.0 0.337
H 4.7594 4.2356 -1.0947 0.0 0.0 0.0 0.346
H 2.6804 3.4945 -2.1849 0.0 0.0 0.0 0.241
H 0.1932 3.7937 -2.0112 0.0 0.0 0.0 0.461
H -0.6781 3.2033 -0.5786 0.0 0.0 0.0 0.130
H -1.3147 2.8736 -2.1907 0.0 0.0 0.0 0.288
H 1.1137 2.2514 -3.9963 0.0 0.0 0.0 0.382
H 0.7048 0.5261 -4.0622 0.0 0.0 0.0 0.323
H 2.3067 1.0389 -3.5134 0.0 0.0 0.0 0.402
O 0.0239 -2.7931 -3.4405 -0.1 -0.1 0.0 -0.850
S 0.4978 -2.5302 -2.0390 0.3 0.3 0.0 0.635
C 0.8425 -4.2245 -1.4351 0.0 0.0 0.0 -0.783
C 1.8580 -4.7922 -2.4274 0.0 0.0 0.0 -0.473
C 2.7988 -3.6374 -2.8650 0.0 0.0 0.1 -0.665
C 2.2969 -2.3481 -2.2091 0.0 -0.1 0.0 -0.206
H -0.0996 -4.7721 -1.4099 0.0 0.0 0.0 0.399
H 1.2256 -4.1148 -0.4198 0.0 0.0 0.0 0.273
H 1.3157 -5.1590 -3.2983 0.0 0.0 0.0 0.220
H 2.4088 -5.6315 -1.9948 0.0 0.0 0.0 0.357
H 2.7871 -3.5431 -3.9504 0.0 0.0 0.0 0.224
H 3.8310 -3.8254 -2.5594 0.0 0.0 0.0 0.376
H 2.4808 -1.4302 -2.7631 0.0 0.0 -0.1 0.162
H 2.6774 -2.2220 -1.1956 0.0 0.1 0.0 -0.173
Te -2.6591 -0.7604 -0.5155 0.7 0.0 0.1 0.080
C -2.9828 1.2398 0.1158 -0.1 0.0 0.0 0.152
C -2.3713 1.6980 1.2806 0.0 0.0 0.0 -0.147
C -2.5393 3.0110 1.6924 0.0 0.0 0.0 -0.546
C -3.3158 3.8877 0.9424 0.0 0.0 0.0 -0.327
C -3.9173 3.4403 -0.2239 0.0 0.0 0.0 -0.424
C -3.7528 2.1217 -0.6325 0.0 0.0 0.0 -0.640
C -3.6371 -1.4017 1.3520 -0.1 0.0 0.0 -0.460
C -2.8538 -1.8408 2.4108 0.1 0.0 0.0 0.056
C -3.4346 -2.2645 3.6008 0.0 0.0 0.0 -0.650
C -4.8164 -2.2578 3.7427 0.0 0.0 0.0 -0.284
C -5.6115 -1.8273 2.6869 0.0 0.0 0.0 -0.519
C -5.0219 -1.4055 1.5010 0.0 0.0 0.0 -0.168
H -1.7257 1.0315 1.8398 0.0 0.0 0.0 0.330
H -2.0382 3.3569 2.5892 0.0 0.0 0.0 0.345
H -3.4339 4.9183 1.2568 0.0 0.0 0.0 0.337
H -4.5056 4.1217 -0.8287 0.0 0.0 0.0 0.319
H -4.2080 1.7805 -1.5553 0.0 0.0 0.0 0.350
H -1.7711 -1.8491 2.2944 0.0 0.0 0.0 0.264
H -2.8056 -2.5979 4.4194 0.0 0.0 0.0 0.370
H -5.2722 -2.5865 4.6702 0.0 0.0 0.0 0.334
H -6.6920 -1.8193 2.7891 0.0 0.0 0.0 0.330
H -5.6461 -1.0687 0.6792 0.0 0.0 0.0 0.321
```
Forces are in eV/Å.

***

Formula: C26H35BCl2F4N6OSSbSn
Source: the Open Molecules 2025 dataset
Level of theory: ωB97M-V/def2-TZVPD

Results
HOMO energy, eV: -10.378
Orbital gap, eV: 7.96
Charge: +1
Energy relative to the best compared isomer or geometry (same formula, charge and spin), kJ/mol: 0.0
Strongest force on any atom, eV/A: 0.16

```
78
Properties=species:S:1:pos:R:3:forces:R:3:mulliken_charge:R:1
Sn 0.4172 0.3475 0.0242 0.0 0.0 0.1 1.681
C -0.6427 2.3722 2.8093 0.0 0.0 0.0 -0.697
C 0.4879 1.5720 3.3802 0.0 0.0 0.0 0.653
C 0.7529 1.5690 4.7477 0.0 0.0 0.0 -0.838
C 1.7963 0.8076 5.2358 0.0 0.0 0.0 -0.664
C 2.5701 0.0818 4.3403 -0.1 0.0 0.0 -0.745
C 2.2658 0.1402 2.9860 0.0 0.0 0.1 -0.203
N 1.2373 0.8626 2.5283 0.1 0.0 -0.1 0.730
Sb 3.7104 -0.8281 1.7068 0.1 -0.1 -0.1 0.905
C 2.5278 -2.1593 0.4839 0.0 0.0 0.0 -0.246
C 3.2493 -3.2369 0.0069 0.0 0.0 0.0 -0.856
C 2.6155 -4.1823 -0.7927 0.0 0.0 0.0 -0.766
C 1.2701 -4.0447 -1.0391 0.0 0.0 0.0 -0.860
C 0.5832 -2.9521 -0.5138 0.0 0.0 0.0 0.922
C -0.8945 -2.8486 -0.7374 0.0 0.0 0.0 -1.203
N 1.2132 -2.0175 0.2138 0.0 0.0 -0.1 0.810
C 3.8822 0.7202 0.2278 0.0 0.1 0.0 0.255
C 4.8310 1.7076 0.4250 0.0 0.0 0.0 -0.844
C 5.0244 2.6492 -0.5810 0.0 0.0 0.0 -0.581
C 4.2986 2.5306 -1.7452 0.0 -0.1 0.0 -0.668
C 3.3740 1.4917 -1.8838 0.1 0.0 0.0 0.737
C 2.6052 1.3226 -3.1552 0.0 0.0 0.0 -1.152
N 3.1568 0.6203 -0.8942 0.0 0.0 0.0 0.078
H -1.2069 2.8699 3.5958 0.0 0.0 0.0 0.455
H -0.2646 3.1309 2.1231 0.0 0.0 0.0 0.076
H -1.3267 1.7248 2.2588 0.0 0.0 0.0 -0.217
H 0.1385 2.1628 5.4105 0.0 0.0 0.0 0.489
H 2.0151 0.7873 6.2955 0.0 0.0 0.0 0.431
H 3.4075 -0.5082 4.6892 0.0 0.0 0.0 0.454
H 4.2989 -3.3437 0.2497 0.0 0.0 0.0 0.490
H 3.1689 -5.0149 -1.2065 0.0 0.0 0.0 0.435
H 0.7361 -4.7564 -1.6531 0.0 0.0 0.0 0.537
H -1.4063 -3.6007 -0.1295 0.0 0.0 0.0 0.393
H -1.2976 -1.8734 -0.4735 0.0 0.0 0.0 -0.265
H -1.1337 -3.0442 -1.7799 0.0 0.0 0.0 0.515
H 5.4141 1.7423 1.3369 0.0 0.0 0.0 0.442
H 5.7473 3.4454 -0.4603 0.0 0.0 0.0 0.439
H 4.4420 3.2224 -2.5645 0.0 0.0 0.0 0.462
H 2.1133 0.3590 -3.1866 0.0 -0.1 0.0 0.080
H 3.2738 1.4005 -4.0129 0.0 0.0 0.0 0.487
H 1.8483 2.1043 -3.2564 0.0 0.0 0.0 0.090
Cl 1.3131 3.6496 -0.2991 0.0 0.1 0.0 0.029
C 0.0168 4.6025 -1.0543 0.0 0.0 0.1 -0.281
Cl 0.0056 4.4241 -2.8102 0.0 0.0 0.0 -0.167
H 0.1912 5.6443 -0.8151 0.0 0.0 0.0 0.461
H -0.9248 4.2293 -0.6653 0.0 0.0 -0.1 0.137
C -4.4227 -0.3211 -1.1781 0.0 0.0 0.0 -0.855
N -3.7155 0.4488 -2.1670 0.0 0.0 0.0 0.205
C -3.9956 0.2923 -3.5948 0.0 0.0 0.0 -0.682
C -2.9144 1.1601 -4.2645 0.0 0.0 -0.1 -0.513
N -2.2480 1.7597 -3.1096 0.0 0.0 0.1 0.164
C -2.7022 1.2822 -1.9523 0.1 0.1 -0.1 -0.052
S -2.0999 1.7501 -0.4182 -0.1 0.0 0.0 -0.557
H -5.4958 -0.1359 -1.2502 0.0 0.0 0.0 0.329
H -4.0701 -0.0309 -0.1914 0.0 0.0 0.0 0.173
H -4.2365 -1.3860 -1.3373 0.0 0.0 0.0 0.291
H -5.0073 0.6406 -3.8114 0.0 0.0 0.0 0.412
H -3.9084 -0.7558 -3.8734 0.0 0.0 0.0 0.337
H -3.3452 1.9346 -4.8969 0.0 0.0 0.0 0.430
H -2.2096 0.5638 -4.8414 -0.1 0.1 0.0 0.156
H -1.3717 2.2560 -3.1540 -0.1 0.0 0.0 0.105
F 0.5481 -2.0374 -3.4669 0.0 0.0 0.0 -0.322
B -0.3444 -0.9855 -3.4722 0.1 -0.1 0.1 -0.317
F -0.0998 -0.2176 -2.2259 -0.1 -0.1 0.1 -0.144
F -1.6643 -1.4299 -3.4090 0.0 0.0 0.0 -0.293
F -0.1545 -0.1061 -4.5161 0.1 0.0 -0.1 -0.379
C -2.1164 -3.2281 3.8257 0.0 0.0 0.0 -0.929
N -2.1425 -1.9876 3.0706 0.0 0.0 0.0 0.244
C -3.3667 -1.2025 3.1123 0.0 0.0 0.0 -0.856
C -1.1143 -1.6127 2.3245 0.1 0.0 0.1 -0.069
O -1.0954 -0.5773 1.6472 -0.1 0.0 -0.1 -0.251
H -2.3223 -3.0284 4.8771 0.0 0.0 0.0 0.339
H -1.1350 -3.6898 3.7416 0.0 0.0 0.0 0.284
H -2.8689 -3.9203 3.4462 0.0 0.0 0.0 0.348
H -4.1875 -1.7691 2.6696 0.0 0.0 0.0 0.346
H -3.2200 -0.2822 2.5546 0.0 0.0 0.0 0.151
H -3.6191 -0.9730 4.1474 0.0 0.0 0.0 0.337
H -0.2566 -2.2947 2.3478 0.0 0.0 0.0 0.147
```
Forces are in eV/Å.

***

Formula: C26H35CrI2N6O2
Source: the Open Molecules 2025 dataset
Level of theory: ωB97M-V/def2-TZVPD

Results
HOMO energy (spin up / spin down), eV: -6.912 / -6.900
⟨S²⟩: 3.80
Orbital gap (spin up / spin down), eV: 7.17 / 6.98
Charge: 0
Multiplicity: 4
Energy relative to the best compared isomer or geometry (same formula, charge and spin), kJ/mol: 0.0
Strongest force on any atom, eV/A: 0.18

```
72
Properties=species:S:1:pos:R:3:forces:R:3:lowdin_spin:R:1
Cr 0.6185 0.0677 -0.0075 0.0 0.0 -0.1 2.964
I -0.5967 -7.3801 1.3167 0.0 0.0 0.0 0.001
C -0.5933 -5.3644 0.7725 -0.1 -0.1 0.0 0.007
C -1.5576 -4.8758 -0.0961 0.1 0.0 0.1 -0.001
C -1.5375 -3.5371 -0.4304 -0.1 0.0 -0.1 0.005
I -3.0016 -2.8357 -1.7464 0.1 0.0 0.0 0.001
C -0.5788 -2.6211 0.0550 0.1 0.0 0.0 0.003
O -0.6386 -1.3727 -0.3277 -0.1 0.0 -0.1 0.038
C 0.3894 -3.1592 0.9440 0.0 -0.1 0.1 0.007
C 1.5070 -2.3433 1.5596 0.0 0.0 0.0 0.005
N 1.0980 -0.9544 1.7706 0.1 0.1 0.0 -0.009
C 2.0112 -0.1350 2.5800 0.0 0.0 0.0 0.002
C 2.9162 0.6989 1.7155 0.0 0.0 0.0 0.005
C 4.1467 1.1521 2.1609 0.0 0.0 0.0 -0.001
C 4.8896 1.9872 1.3441 0.0 0.0 0.0 0.006
C 4.3825 2.3361 0.1020 0.0 0.0 0.0 -0.001
C 3.1537 1.8336 -0.2774 0.0 0.0 0.0 0.008
N 2.4332 1.0359 0.5144 0.0 0.0 0.1 -0.001
C 0.3585 -4.5068 1.2873 0.0 0.1 0.0 -0.001
H -2.3172 -5.5264 -0.5055 0.0 0.0 0.0 0.000
H 2.4000 -2.3384 0.9294 0.0 0.0 0.0 0.000
H 1.7894 -2.8013 2.5138 0.0 0.0 0.0 0.000
H 0.1950 -0.9435 2.2353 0.0 0.0 0.0 0.002
H 2.5942 -0.7521 3.2688 0.0 0.0 0.0 0.000
H 1.3948 0.5523 3.1672 0.0 0.0 0.0 0.000
H 4.5075 0.8521 3.1356 0.0 0.0 0.0 0.000
H 5.8526 2.3562 1.6717 0.0 0.0 0.0 0.000
H 4.9276 2.9820 -0.5708 0.0 0.0 0.0 0.000
H 2.7227 2.0527 -1.2426 0.0 0.0 0.0 0.000
H 1.1045 -4.8861 1.9755 0.0 0.0 0.0 0.000
C -2.1406 2.8406 -0.4625 -0.1 0.1 0.0 0.000
N -2.3243 1.6933 -1.3314 0.0 0.0 0.0 0.001
C -3.6581 1.1268 -1.3133 0.0 0.0 0.0 0.000
C -1.3127 1.1635 -2.0520 0.1 -0.1 0.0 0.005
N -0.0587 1.1891 -1.6278 -0.2 0.0 0.0 0.010
N -1.6471 0.5955 -3.2445 0.0 0.0 0.1 -0.002
C -2.6826 1.1386 -4.1012 0.0 0.0 0.0 0.000
C -0.7657 -0.3770 -3.8614 0.0 0.0 0.0 0.000
H -2.8373 3.6282 -0.7702 0.0 0.0 0.0 0.000
H -1.1262 3.2084 -0.5530 0.0 0.0 0.0 0.000
H -2.3355 2.5800 0.5779 0.0 0.0 0.0 0.000
H -3.9562 0.9712 -0.2740 0.0 0.0 0.0 0.000
H -3.6706 0.1647 -1.8169 0.0 0.0 0.0 0.000
H -4.3876 1.7973 -1.7784 0.0 0.0 0.0 0.000
H 0.5797 1.0264 -2.3991 0.0 0.0 0.0 0.003
H -2.2533 1.3840 -5.0761 0.0 0.0 0.0 0.000
H -3.0902 2.0486 -3.6703 0.0 0.0 0.0 0.000
H -3.4956 0.4235 -4.2554 0.0 0.0 0.0 0.000
H 0.0170 0.0939 -4.4672 0.0 0.0 0.0 0.000
H -1.3604 -1.0278 -4.5024 0.0 0.0 0.0 0.000
H -0.3066 -0.9882 -3.0914 0.0 0.0 0.1 0.000
C 0.8120 3.3955 1.2659 0.0 0.0 0.0 0.001
C -0.1710 2.4582 1.9047 0.0 0.0 0.0 0.006
C -0.9662 2.7682 2.9880 0.0 0.0 0.0 0.003
C -1.8339 1.6700 3.1798 0.0 0.0 0.0 0.005
C -1.5278 0.7427 2.2039 0.1 0.0 -0.1 0.005
C -2.2560 -0.5522 1.9900 -0.1 0.0 0.1 0.000
N -0.4987 1.2144 1.4093 0.1 -0.1 0.1 0.001
H 0.4932 4.4210 1.4585 0.0 0.0 0.0 0.000
H 0.8532 3.2571 0.1838 0.0 0.0 0.0 0.000
H 1.8298 3.2984 1.6532 0.0 0.0 0.0 0.000
H -0.9445 3.6960 3.5401 0.0 0.0 0.0 0.000
H -2.6138 1.5670 3.9199 0.0 0.0 0.0 0.000
H -3.1210 -0.5609 2.6544 0.0 0.0 0.0 0.000
H -1.6830 -1.4585 2.2225 0.0 0.0 0.0 0.000
H -2.5969 -0.6773 0.9631 0.0 0.0 0.0 0.000
C 2.0232 -2.3515 -1.8158 0.0 0.0 -0.1 -0.015
C 1.8822 -0.8694 -1.4895 0.0 0.0 0.1 -0.059
O 2.4334 -0.0997 -2.2703 0.0 0.0 0.0 -0.005
H 2.6821 -2.4784 -2.6766 0.0 0.0 0.0 -0.002
H 1.0381 -2.7618 -2.0523 0.0 0.0 0.0 0.000
H 2.4066 -2.9327 -0.9772 0.0 0.0 0.0 0.000
```
Forces are in eV/Å.

***

Formula: C26H35FN3S4Y
Source: the Open Molecules 2025 dataset
Level of theory: ωB97M-V/def2-TZVPD

Results
HOMO energy, eV: -6.356
Orbital gap, eV: 6.17
Charge: 0
Energy relative to the best compared isomer or geometry (same formula, charge and spin), kJ/mol: 31.5
Strongest force on any atom, eV/A: 0.19

```
70
Properties=species:S:1:pos:R:3:forces:R:3:mulliken_charge:R:1
Y 0.4807 0.3074 0.7895 0.1 0.0 0.1 -1.341
C -2.2918 1.1748 -1.8678 0.0 0.0 0.0 -0.402
C -3.1589 0.7684 -0.6830 -0.1 0.0 0.0 -1.248
S -2.4177 -0.3516 0.5309 0.0 0.0 0.0 0.514
C -2.6427 -1.9999 -0.1733 0.0 0.0 0.0 -0.654
C -1.8516 -2.3265 -1.4314 0.0 0.0 0.0 -1.290
S -0.0877 -2.0031 -1.1832 0.0 -0.1 0.0 0.538
C 0.4009 -1.5552 -2.8658 0.0 0.0 0.0 -0.745
C 1.8343 -1.0389 -2.8613 0.0 0.0 0.0 -1.223
S 2.1879 0.2825 -1.6694 0.0 0.0 0.0 0.398
C 1.6881 1.7729 -2.5652 0.0 0.0 0.0 -1.039
C 0.2015 1.9669 -2.8337 0.0 0.0 0.0 -0.886
S -0.7720 1.9894 -1.3033 0.0 0.0 0.0 0.206
H -2.8499 1.8675 -2.5001 0.0 0.0 0.0 0.574
H -2.0148 0.3107 -2.4701 0.0 0.0 0.0 -0.066
H -4.0914 0.3301 -1.0442 0.0 0.0 0.0 0.544
H -3.4213 1.6521 -0.0976 0.0 0.0 0.0 0.415
H -3.7060 -2.1729 -0.3476 0.0 0.0 0.0 0.656
H -2.3288 -2.6605 0.6405 0.0 0.0 0.0 -0.001
H -2.1979 -1.7377 -2.2813 0.0 0.0 0.0 0.517
H -1.9820 -3.3809 -1.6774 0.0 0.0 0.0 0.597
H -0.2932 -0.8113 -3.2551 0.0 0.0 0.0 0.111
H 0.3375 -2.4394 -3.5023 0.0 0.0 0.0 0.532
H 2.1261 -0.7047 -3.8581 0.0 0.0 0.0 0.587
H 2.5117 -1.8470 -2.5799 0.0 0.0 0.0 0.421
H 2.2337 1.7938 -3.5105 0.0 0.0 0.0 0.623
H 2.0672 2.5858 -1.9476 0.0 0.0 0.0 0.332
H -0.1859 1.1851 -3.4850 0.0 0.0 0.0 0.383
H 0.0623 2.9173 -3.3507 0.0 0.0 0.0 0.574
N -1.4310 1.1538 3.1393 0.1 0.0 -0.1 -0.450
C -2.1158 2.1048 3.7574 0.0 0.1 0.0 -0.776
C -1.9920 3.3360 3.0878 0.0 -0.1 0.1 -0.818
C -1.1694 3.0408 2.0203 0.0 0.0 0.0 -0.857
N -0.8371 1.7308 2.0577 0.0 0.2 0.0 1.461
H -0.5338 -0.9504 2.8626 0.0 -0.1 0.1 0.117
H -2.6695 1.8706 4.6542 0.0 0.0 0.0 0.440
H -2.4260 4.2863 3.3487 0.0 0.0 0.0 0.417
H -0.7867 3.6897 1.2465 0.0 0.0 0.0 0.432
C 2.3498 -2.7172 1.1320 0.0 0.0 0.0 -0.999
C 1.1280 -3.4595 1.5828 0.0 0.0 0.0 1.296
C 1.0360 -4.8383 1.4604 0.0 0.0 0.0 -0.731
C -0.0509 -5.5396 1.9620 0.0 0.0 0.0 -1.094
C -1.0454 -4.8354 2.6299 0.0 0.0 0.0 -0.635
C -0.9941 -3.4567 2.7711 0.0 0.0 0.0 0.694
C -2.0563 -2.7123 3.5323 0.0 0.0 0.0 -1.499
C 0.0845 -2.7340 2.2032 0.0 0.0 0.0 0.461
N 0.1449 -1.3648 2.2250 0.0 -0.1 -0.1 0.125
H 3.1443 -3.4008 0.8295 0.0 0.0 0.0 0.519
H 2.7256 -2.0773 1.9330 0.0 0.0 0.0 0.026
H 2.1605 -2.0622 0.2674 0.0 0.0 0.0 -0.045
H 1.8480 -5.3738 0.9790 0.0 0.0 0.0 0.397
H -0.1070 -6.6156 1.8637 0.0 0.0 0.0 0.387
H -1.8844 -5.3693 3.0645 0.0 0.0 0.0 0.371
H -1.6293 -2.1850 4.3908 0.0 0.0 0.0 0.380
H -2.8215 -3.3941 3.9033 0.0 0.0 0.0 0.380
H -2.5456 -1.9430 2.9261 0.0 0.0 0.0 0.265
F 4.7135 -1.3234 4.4718 0.0 0.0 0.0 -0.388
C 4.1134 -0.4739 3.6042 0.0 0.0 0.0 0.387
C 2.9561 0.1666 3.9770 0.0 0.0 0.0 -0.518
C 2.3505 1.0383 3.0791 0.0 0.0 0.0 0.195
C 2.8913 1.2864 1.8037 0.0 0.0 0.0 -0.269
C 2.1943 2.1295 0.8258 0.0 0.1 0.0 -0.595
C 4.0657 0.5781 1.4675 0.0 0.0 0.0 -0.485
C 4.6825 -0.2803 2.3574 0.0 0.0 0.0 -0.703
H 2.5294 -0.0174 4.9536 0.0 0.0 0.0 0.456
H 1.4508 1.5623 3.3850 0.0 0.0 0.0 0.297
H 2.8732 2.4797 0.0475 0.0 0.0 0.0 0.553
H 1.7019 2.9841 1.2941 0.0 0.0 0.0 0.414
H 4.5103 0.7404 0.4921 0.0 0.0 0.0 0.330
H 5.5947 -0.8027 2.0997 0.0 0.0 0.0 0.435
```
Forces are in eV/Å.

***

> Among the records above, which one has the highest energy relative to the best compared isomer or geometry (same formula, charge and spin)?

C26H35FN3S4Y

***

> Which of these has the highest strongest force on any atom?

C26H34OPdSSi2Te

***

> Which formula does entry 3 have?

C26H35CrI2N6O2